[1]
{
  "formula": "C104H64O20",
  "method": "the ωB97M-V functional and the def2-TZVPD basis",
  "species": ["C", "C", "O", "C", "O", "O", "H", "H", "H", "H", "C", "C", "O", "C", "O", "O", "H", "H", "H", "H", "C", "C", "C", "C", "C", "C", "C", "O", "C", "C", "C", "C", "C", "C", "C", "O", "H", "H", "H", "H", "H", "H", "H", "H", "C", "C", "C", "C", "C", "C", "C", "O", "C", "C", "C", "C", "C", "C", "C", "O", "H", "H", "H", "H", "H", "H", "H", "H", "C", "C", "C", "C", "C", "C", "C", "O", "C", "C", "C", "C", "C", "C", "C", "O", "H", "H", "H", "H", "H", "H", "H", "H", "C", "C", "C", "C", "C", "C", "C", "O", "C", "C", "C", "C", "C", "C", "C", "O", "H", "H", "H", "H", "H", "H", "H", "H", "C", "C", "C", "C", "C", "C", "C", "O", "C", "C", "C", "C", "C", "C", "C", "O", "H", "H", "H", "H", "H", "H", "H", "H", "C", "C", "C", "C", "C", "C", "C", "O", "C", "C", "C", "C", "C", "C", "C", "O", "H", "H", "H", "H", "H", "H", "H", "H", "C", "C", "C", "C", "C", "C", "C", "O", "C", "C", "C", "C", "C", "C", "C", "O", "H", "H", "H", "H", "H", "H", "H", "H"],
  "xyz": [[0.163, -4.099, -1.967], [0.733, -3.014, -2.879], [2.052, -2.791, -2.179], [2.425, -3.877, -1.411], [3.452, -4.036, -0.854], [1.281, -4.558, -1.191], [-0.259, -5.000, -2.396], [-0.574, -3.770, -1.240], [0.127, -2.098, -2.853], [0.810, -3.417, -3.922], [-0.687, -0.339, 0.185], [0.543, 0.366, -0.515], [0.083, 0.620, -1.836], [-1.072, -0.007, -2.083], [-1.647, -0.005, -3.132], [-1.528, -0.623, -0.995], [-1.087, 0.334, 0.913], [-0.378, -1.304, 0.570], [1.553, -0.077, -0.615], [0.801, 1.315, -0.050], [3.128, 0.191, -4.840], [1.769, 0.366, -4.622], [1.116, 1.420, -5.189], [1.870, 2.351, -5.962], [3.256, 2.208, -6.183], [3.856, 1.104, -5.604], [4.030, 3.186, -6.954], [5.161, 3.023, -7.322], [3.261, 4.416, -7.404], [4.019, 5.457, -7.955], [3.355, 6.644, -8.188], [1.991, 6.827, -8.051], [1.236, 5.743, -7.621], [1.867, 4.559, -7.243], [1.114, 3.557, -6.449], [-0.099, 3.748, -6.189], [3.619, -0.722, -4.452], [1.289, -0.405, -4.011], [0.051, 1.514, -4.936], [4.942, 1.046, -5.720], [5.089, 5.403, -8.065], [3.947, 7.517, -8.478], [1.503, 7.771, -8.314], [0.184, 5.797, -7.350], [-0.484, 6.050, -1.853], [0.422, 7.005, -2.111], [1.643, 7.169, -1.496], [2.048, 6.213, -0.553], [1.098, 5.226, -0.232], [-0.179, 5.119, -0.844], [1.484, 4.055, 0.677], [0.769, 3.120, 0.927], [2.823, 4.018, 1.324], [3.183, 3.079, 2.296], [4.408, 3.096, 2.843], [5.398, 4.044, 2.494], [5.013, 5.090, 1.678], [3.713, 5.082, 1.081], [3.353, 6.180, 0.124], [4.117, 7.089, -0.103], [-1.409, 6.032, -2.440], [0.170, 7.767, -2.857], [2.299, 8.013, -1.710], [-0.943, 4.374, -0.670], [2.472, 2.281, 2.515], [4.721, 2.375, 3.609], [6.352, 3.991, 2.988], [5.719, 5.873, 1.444], [-2.977, 6.431, 2.801], [-2.899, 5.165, 3.433], [-3.213, 4.016, 2.646], [-3.562, 4.109, 1.306], [-3.668, 5.426, 0.696], [-3.317, 6.540, 1.466], [-4.111, 5.536, -0.753], [-4.289, 6.621, -1.193], [-4.336, 4.292, -1.572], [-4.747, 4.431, -2.882], [-4.872, 3.289, -3.615], [-4.555, 1.993, -3.112], [-4.198, 1.905, -1.837], [-4.101, 3.019, -1.036], [-3.672, 2.925, 0.417], [-3.441, 1.798, 0.943], [-2.734, 7.228, 3.462], [-2.561, 5.030, 4.499], [-3.091, 2.998, 3.048], [-3.429, 7.534, 1.049], [-4.905, 5.429, -3.283], [-5.105, 3.317, -4.686], [-4.593, 1.205, -3.853], [-3.942, 0.955, -1.341], [-8.507, -7.283, 3.723], [-7.801, -8.053, 2.860], [-6.797, -7.507, 2.105], [-6.565, -6.151, 2.303], [-7.330, -5.349, 3.147], [-8.315, -5.970, 3.899], [-7.072, -3.892, 3.250], [-7.733, -3.233, 4.028], [-6.110, -3.238, 2.315], [-6.007, -1.888, 2.337], [-5.232, -1.164, 1.442], [-4.453, -1.941, 0.616], [-4.478, -3.335, 0.683], [-5.370, -4.046, 1.466], [-5.493, -5.542, 1.429], [-4.773, -6.196, 0.649], [-9.374, -7.734, 4.242], [-8.191, -9.074, 2.766], [-6.195, -8.021, 1.363], [-8.911, -5.399, 4.602], [-6.534, -1.332, 3.081], [-5.050, -0.096, 1.414], [-3.737, -1.538, -0.059], [-3.778, -3.840, 0.021], [2.875, -6.759, 4.480], [1.695, -6.457, 3.829], [1.613, -5.412, 2.942], [2.660, -4.510, 2.953], [3.922, -4.828, 3.683], [3.970, -6.008, 4.375], [5.035, -3.889, 3.762], [6.100, -4.154, 4.298], [4.913, -2.576, 3.051], [5.919, -1.640, 3.064], [5.806, -0.480, 2.353], [4.701, -0.195, 1.528], [3.611, -1.104, 1.505], [3.741, -2.311, 2.283], [2.553, -3.186, 2.266], [1.491, -2.829, 1.708], [2.859, -7.702, 5.094], [0.864, -7.169, 3.961], [0.689, -5.309, 2.369], [4.925, -6.266, 4.825], [6.826, -1.749, 3.661], [6.575, 0.306, 2.353], [4.641, 0.692, 0.910], [2.744, -0.987, 0.913], [-6.436, -7.188, 6.749], [-6.907, -5.950, 7.228], [-6.221, -4.772, 6.890], [-5.161, -4.821, 6.027], [-4.784, -6.081, 5.483], [-5.428, -7.264, 5.832], [-3.657, -6.050, 4.442], [-3.241, -7.111, 3.988], [-3.045, -4.730, 3.929], [-2.133, -4.777, 2.831], [-1.597, -3.606, 2.396], [-1.867, -2.411, 3.083], [-2.773, -2.361, 4.120], [-3.371, -3.544, 4.535], [-4.423, -3.568, 5.622], [-4.788, -2.466, 6.084], [-7.064, -8.020, 6.997], [-7.729, -5.937, 7.953], [-6.671, -3.862, 7.296], [-5.082, -8.210, 5.414], [-1.927, -5.739, 2.413], [-0.841, -3.620, 1.595], [-1.209, -1.550, 2.856], [-3.004, -1.462, 4.653], [6.928, -1.604, -1.935], [8.034, -0.876, -2.373], [7.855, 0.391, -2.833], [6.638, 1.065, -2.701], [5.574, 0.339, -2.156], [5.694, -0.962, -1.705], [4.263, 1.054, -2.021], [3.319, 0.428, -1.542], [4.082, 2.479, -2.530], [2.742, 3.000, -2.580], [2.624, 4.252, -3.222], [3.746, 4.948, -3.695], [4.997, 4.469, -3.562], [5.145, 3.181, -3.003], [6.549, 2.512, -3.042], [7.508, 3.142, -3.419], [7.093, -2.579, -1.530], [8.970, -1.399, -2.493], [8.709, 0.945, -3.218], [4.788, -1.397, -1.270], [1.864, 2.532, -2.165], [1.615, 4.682, -3.402], [3.590, 5.960, -4.112], [5.887, 5.005, -3.942]],
  "forces_ev_per_angstrom": [[0.1, -0.5, 1.1], [0.8, -0.9, 0.9], [-0.1, 0.1, -1.8], [-3.2, 1.7, 0.1], [0.7, -0.1, -0.3], [0.6, -1.2, 0.1], [0.0, 0.1, -0.7], [-0.1, 0.5, 0.0], [0.6, -0.3, -0.1], [0.6, 0.7, 0.9], [2.2, -0.4, -2.4], [0.7, 0.1, 0.7], [-0.2, 0.2, -0.7], [0.0, 0.6, 0.1], [0.2, -0.1, -0.2], [-0.2, 0.0, 1.6], [-1.0, 0.2, 0.2], [-0.2, 0.0, 0.4], [-1.1, -0.8, 0.2], [-0.6, 0.1, 0.0], [0.9, -0.5, -0.4], [0.7, -1.4, 0.3], [0.1, 0.9, -0.2], [-1.4, 0.2, 0.4], [-1.5, -0.7, 1.0], [0.8, -0.3, 0.3], [-1.4, 0.8, -0.9], [0.8, -0.3, 0.2], [0.5, -0.1, -0.1], [-1.1, -0.1, 0.7], [0.8, 1.4, -0.7], [-0.7, -0.6, -0.2], [-0.1, 0.0, 0.8], [1.0, 0.2, 0.3], [-2.4, 0.1, 0.1], [2.8, -0.6, -0.4], [-0.2, 0.8, -0.1], [-0.2, 0.6, -0.2], [0.5, 0.5, -0.6], [-0.3, -0.4, 0.0], [0.1, -0.3, 0.0], [-0.1, -0.3, -0.1], [0.3, -0.3, 0.2], [0.1, 0.2, -0.4], [-0.9, -1.8, 1.0], [0.9, 3.0, -1.6], [1.1, -0.4, 1.0], [-2.0, -0.8, -0.1], [-0.8, -2.0, 0.2], [0.5, 1.1, -0.9], [0.7, 0.5, 0.3], [-1.4, -0.3, -0.3], [1.1, 2.1, 0.1], [-2.0, -0.7, -1.2], [2.7, -0.2, 1.2], [-1.7, 0.1, 0.2], [-0.5, -0.3, -0.6], [0.7, -0.5, 0.1], [0.4, 0.5, 0.1], [0.7, 0.3, 0.1], [0.3, -0.2, 0.4], [0.0, -0.3, 0.2], [-0.2, -0.3, -0.1], [0.5, -0.4, 0.6], [0.1, 0.3, 0.1], [-0.5, 0.0, -0.4], [0.3, 0.1, -0.1], [-0.2, 0.2, -0.1], [0.3, -2.3, 1.2], [-0.3, -0.8, -1.0], [0.8, -0.1, 0.9], [0.0, 2.6, -1.4], [0.5, -2.0, 0.9], [-0.9, 0.2, -0.5], [0.4, -1.4, 1.7], [-0.4, 2.0, -1.3], [0.3, 0.0, 1.2], [0.0, 0.4, 0.0], [0.3, -1.5, -1.5], [-1.0, 2.0, -2.9], [0.9, -2.1, 2.9], [0.5, 1.9, 1.2], [0.0, -3.5, 1.5], [-0.5, 2.4, -1.7], [0.1, 1.1, -0.2], [-0.5, 0.3, -1.4], [-0.1, 0.6, -0.1], [0.1, -0.1, -0.2], [-0.1, -0.2, 0.0], [-0.1, 0.3, 0.5], [0.1, -0.4, 0.5], [-0.1, 0.3, -0.5], [-2.5, -1.3, 1.4], [-0.3, -1.9, -0.9], [0.2, 0.3, 0.2], [1.1, 0.3, -1.3], [0.8, -0.4, -0.1], [0.4, 2.2, 0.4], [-0.8, 0.7, 0.2], [0.2, 0.0, 0.2], [-0.9, -2.0, 0.8], [-0.1, 2.4, 0.1], [0.8, -0.8, -0.1], [0.2, -1.0, 0.1], [0.5, -0.3, -1.2], [0.6, 0.5, -0.2], [1.1, -0.2, -1.4], [-1.6, 1.1, 1.8], [0.7, 0.1, -0.2], [0.7, 0.2, -0.2], [-0.1, -0.1, 0.2], [0.1, 0.1, -0.2], [-0.6, 0.0, 0.4], [-0.6, 0.0, 0.3], [0.4, 0.6, -0.4], [-0.2, -0.3, 0.2], [-2.1, -3.1, 1.3], [-0.5, -1.5, -0.1], [-0.5, 0.3, 0.4], [2.5, 0.5, 0.6], [-3.4, 0.7, -1.4], [2.6, 1.0, 0.1], [1.6, 0.9, -0.5], [-0.7, -0.2, 0.1], [-2.1, -0.4, -0.9], [1.1, 0.2, 0.8], [-0.5, 1.9, -1.5], [-1.2, -1.5, 0.4], [2.8, -1.0, 1.7], [0.3, 1.9, -0.6], [-1.7, -0.3, -0.9], [1.9, -0.7, 1.0], [0.3, 1.1, -0.6], [0.3, 0.6, -0.2], [0.5, 0.5, 0.1], [-0.3, 0.0, 0.2], [-0.4, -0.5, -0.1], [-0.1, -0.6, 0.2], [0.2, 0.1, 0.2], [-0.7, 0.3, -0.5], [-1.9, 1.0, 0.4], [1.3, -0.3, 0.0], [-2.1, -0.2, 1.1], [1.3, -0.7, -1.1], [1.0, 1.7, -0.7], [1.2, 0.1, -0.4], [0.3, -1.0, -0.5], [-0.4, 1.0, 0.4], [0.1, -1.7, -0.4], [-1.6, -0.3, 1.5], [1.0, 0.4, -0.2], [0.9, 0.5, -0.2], [0.3, -0.2, -0.1], [-0.9, -0.7, 0.7], [-1.1, 3.0, 0.4], [0.8, -2.4, -0.6], [0.2, -0.7, 0.2], [0.3, 0.1, -0.5], [0.8, 0.0, -0.3], [-0.2, 0.3, 0.0], [0.1, -0.3, -0.3], [-0.5, 0.2, 0.4], [-0.9, -0.3, 0.0], [0.0, 0.4, 0.1], [-0.6, 0.8, 1.6], [-0.9, -1.4, -0.7], [0.7, 1.9, -0.1], [0.5, -0.9, 0.3], [-0.5, 1.8, -0.1], [0.5, -0.4, -0.9], [-0.9, -0.6, 0.4], [0.7, 1.0, -0.4], [-2.2, -1.5, 0.9], [1.7, 1.7, -1.0], [-0.9, -0.9, 0.4], [-1.6, 1.6, -0.1], [1.9, -1.0, 0.0], [2.3, 0.2, -0.6], [-1.3, 0.6, -0.5], [0.0, -0.1, 0.2], [-0.1, -0.6, -0.1], [0.2, 0.1, 0.1], [-0.2, 0.0, 0.0], [0.6, -0.3, -0.2], [0.1, -0.5, -0.1], [0.8, -0.3, 0.3], [0.1, -0.7, 0.1], [-0.7, -0.4, 0.4]],
  "e_lumo_ev": -1.27,
  "multiplicity": 1,
  "smiles": "O=C1c2ccccc2C(=O)c2ccccc21.O=C1c2ccccc2C(=O)c2ccccc21.O=C1c2ccccc2C(=O)c2ccccc21.O=C1c2ccccc2C(=O)c2ccccc21.O=C1c2ccccc2C(=O)c2ccccc21.O=C1c2ccccc2C(=O)c2ccccc21.O=C1c2ccccc2C(=O)c2ccccc21.O=C1OCCO1.O=C1OCCO1",
  "e_homo_ha": -0.3427,
  "homo_lumo_gap_ev": 8.1,
  "max_force_ev_per_a": 4.00
}

***

[2]
{
  "formula": "C4H8F3IrO5S",
  "method": "the ωB97M-V functional and the def2-TZVPD basis",
  "species": ["O", "O", "C", "O", "C", "Ir", "H", "H", "H", "H", "H", "S", "O", "O", "C", "F", "F", "F", "C", "H", "H", "H"],
  "xyz": [[-1.020, -0.822, 0.377], [1.392, -1.415, 3.049], [2.531, -1.045, 2.419], [2.106, -0.731, 1.050], [3.108, -0.514, 0.080], [0.337, -1.290, 1.503], [3.294, -1.845, 2.339], [2.994, -0.126, 2.829], [2.608, -0.239, -0.854], [3.766, 0.309, 0.394], [3.703, -1.428, -0.063], [-1.730, 0.355, -0.190], [-2.228, 1.370, 0.702], [-2.812, -0.263, -1.130], [-0.514, 1.148, -1.380], [0.427, 1.721, -0.666], [-0.004, 0.219, -2.152], [-1.155, 2.045, -2.094], [-3.992, 0.518, -1.487], [-4.693, -0.219, -1.882], [-3.716, 1.251, -2.251], [-4.400, 0.999, -0.593]],
  "forces_ev_per_angstrom": [[-2.7, 0.0, -2.9], [-0.2, -0.6, 0.1], [3.6, 0.6, 0.8], [2.3, 0.5, 0.0], [1.6, 0.5, -1.7], [-2.5, -1.7, 3.5], [-0.5, 0.1, 0.2], [-0.4, -0.3, 0.0], [0.1, -0.1, 0.2], [-0.3, -0.2, 0.1], [-0.3, 0.2, 0.1], [-3.7, 3.0, -0.8], [1.1, -1.8, -1.0], [2.4, -0.3, 1.4], [0.0, 0.4, -0.7], [0.3, 0.0, 0.5], [0.1, -0.4, 0.0], [-0.1, -0.4, 0.4], [-1.1, 0.8, -0.3], [0.2, 0.1, 0.1], [-0.1, -0.2, 0.2], [0.1, -0.1, -0.2]],
  "e_lumo_ev": [-7.40, -12.13],
  "multiplicity": 5,
  "e_homo_ha": [-0.6939, -0.7309],
  "homo_lumo_gap_ev": [11.5, 7.8],
  "charge": 2,
  "max_force_ev_per_a": 4.77
}

***

Calculated total energy (computed, hartree): -5506.441230, -1334.576740